Density functional theory data (ωB97M-V/def2-TZVPD) for a structure of composition C22H51BCdN4O2Si2 at a distorted geometry.

Summary:
Highest occupied orbital energy ... -5.91 eV
Multiplicity ... 1

```
83
Properties=species:S:1:pos:R:3:forces:R:3:mulliken_charge:R:1
O -1.750524 -2.920675 -1.581443 0.859 -0.882 1.760 -0.0790
O -3.084904 -1.760609 -3.068050 -0.407 0.564 -0.863 -0.2957
C -0.425179 -3.398339 -1.996568 0.008 -0.122 -0.567 0.3170
C 0.471209 -3.818997 -0.865243 0.187 -0.033 0.339 -1.5969
H 0.032771 -2.584296 -2.570605 -0.169 -0.051 0.237 0.0822
H -0.590990 -4.242456 -2.679670 -0.059 0.176 0.175 0.2400
H 0.711427 -2.990191 -0.187367 -0.094 -0.163 -0.166 0.2191
H 1.412107 -4.168559 -1.303222 -0.145 0.097 0.020 0.4540
H 0.054457 -4.656266 -0.291047 0.175 0.167 -0.174 0.4630
C -2.262156 -3.128907 -0.200441 0.311 0.336 -0.235 -0.2282
C -3.499555 -3.968905 -0.268359 -0.181 -0.357 -0.001 -1.3679
H -2.455749 -2.132817 0.208934 0.199 -0.241 -0.077 0.1641
H -1.467342 -3.596177 0.379221 -0.227 0.167 -0.130 0.5059
H -4.285745 -3.469375 -0.844236 0.070 -0.156 0.089 0.2887
H -3.865639 -4.147348 0.746237 -0.031 0.080 -0.098 0.4133
H -3.279197 -4.944696 -0.716875 -0.113 0.181 0.025 0.3553
C -3.643198 -0.469351 -2.676504 -0.423 0.237 -0.427 -0.0334
C -2.432266 -1.796595 -4.375179 0.169 0.084 0.268 -0.1873
C -3.642759 -0.241060 -1.193904 0.196 0.176 0.343 -1.1467
H -4.661491 -0.491425 -3.072944 0.037 0.109 0.054 0.2397
H -3.101995 0.341902 -3.177025 0.128 -0.308 0.039 0.3001
H -4.106483 -1.054752 -0.629732 -0.082 0.126 -0.147 0.2541
H -4.223846 0.671393 -1.013725 0.089 -0.201 0.044 0.4799
H -2.636052 -0.049320 -0.803902 -0.112 -0.064 -0.083 0.1267
C -2.698088 -3.128426 -5.024144 -0.120 -0.105 -0.120 -1.1722
H -1.357580 -1.640477 -4.200984 -0.248 0.107 -0.138 0.0781
H -2.812671 -0.964026 -4.971877 -0.022 -0.133 0.149 0.5522
H -2.245154 -3.951463 -4.463139 -0.066 0.097 -0.073 0.2171
H -2.261552 -3.113159 -6.025072 -0.021 -0.104 0.056 0.4164
H -3.773310 -3.315649 -5.115172 0.196 0.055 0.009 0.3263
H -2.453580 -2.415228 -2.285282 0.162 0.508 -0.123 0.6247
Cd 1.230139 1.461730 1.276627 0.970 -0.186 1.425 1.0519
C 0.346148 1.358906 -0.557445 -1.612 -0.117 -2.425 -0.0025
Si 1.132041 1.836192 -2.171037 -0.624 -0.025 1.109 0.4721
H -0.589489 1.928156 -0.450569 0.189 -0.025 -0.315 -0.1749
H -0.027870 0.323621 -0.662962 0.175 -0.157 0.002 -0.3533
C 2.131214 0.462303 -2.962058 0.137 -0.129 -0.252 -0.7356
C 2.263831 3.325379 -2.073206 0.090 0.134 -0.251 -1.0675
C -0.308348 2.314160 -3.301290 -0.022 0.177 -0.444 -1.1159
C 3.245927 0.530797 1.164865 0.455 0.107 0.556 -0.7412
Si 4.393541 1.480716 2.274168 -0.476 -0.618 -0.450 0.1922
H 3.566888 0.481848 0.115005 -0.055 0.153 0.172 0.1055
H 3.049011 -0.505340 1.498415 0.102 0.322 0.045 0.4573
C 5.156594 2.901601 1.296108 0.138 0.176 0.010 -0.9463
C 5.772170 0.378741 2.941496 0.330 0.102 0.172 -1.0716
C 3.453477 2.181474 3.754748 0.157 0.097 0.091 -1.0638
H -0.064934 3.240302 -3.838641 -0.194 -0.177 -0.108 0.3516
H -1.224968 2.488785 -2.718230 0.284 -0.056 -0.144 0.2197
H -0.505079 1.526468 -4.041943 -0.069 0.141 0.009 0.2611
H 3.044673 0.249602 -2.394276 -0.185 0.005 -0.020 0.2675
H 2.437020 0.780510 -3.967179 -0.007 -0.133 0.070 0.3391
H 1.557634 -0.469444 -3.059210 0.078 0.100 0.008 -0.0244
H 3.273862 3.062868 -1.734116 -0.219 0.072 0.070 0.2429
H 1.854892 4.113741 -1.428560 0.113 -0.144 -0.084 0.3154
H 2.349410 3.730935 -3.091598 0.108 0.070 0.192 0.3688
H 6.156647 -0.279470 2.150679 -0.079 0.151 0.133 0.2943
H 5.407043 -0.255491 3.760969 0.048 0.099 -0.160 0.2934
H 6.612127 0.974298 3.325427 -0.075 -0.159 0.019 0.2832
H 2.924227 1.394424 4.308724 0.118 0.092 -0.112 0.2391
H 2.695371 2.921146 3.460516 0.163 -0.098 0.021 0.2715
H 4.148625 2.677345 4.447094 -0.156 -0.063 -0.029 0.4182
H 5.652065 3.620719 1.964242 -0.079 -0.115 -0.148 0.3358
H 4.395337 3.447836 0.721399 0.120 -0.114 0.133 0.2003
H 5.911791 2.534349 0.586477 -0.168 0.045 0.129 0.2835
B -0.528041 1.883621 4.539574 -0.587 -0.160 -0.559 -0.0064
N -0.251178 0.396442 4.116075 0.359 -1.116 -0.912 0.1883
C -0.591439 -0.719602 4.792285 0.347 0.148 -0.687 -0.2402
C -0.258103 -1.823548 4.013668 0.199 0.113 -0.266 -0.9973
C 0.311006 -1.301499 2.832676 -0.738 1.215 1.209 -0.6251
N 0.282770 0.055609 2.889597 -0.220 -0.999 1.312 0.0764
N -1.363312 2.454817 3.334113 0.098 0.651 -0.951 0.2271
C -2.689705 2.702156 3.295664 0.430 0.125 -0.619 -0.1312
C -3.008329 3.181751 2.024775 0.519 -0.067 0.090 -1.1150
C -1.787331 3.214632 1.321006 0.104 -0.726 1.503 -0.3067
N -0.791132 2.745515 2.116141 -0.957 0.528 0.374 -0.5531
H 0.468926 2.503987 4.775940 0.119 0.025 -0.273 -0.1124
H -1.280457 1.855737 5.480463 0.006 -0.095 0.119 -0.1757
H -1.039385 -0.657145 5.775861 0.075 0.032 -0.209 0.4147
H -0.394015 -2.859966 4.263380 0.018 -0.096 0.084 0.3997
H 0.731563 -1.847122 1.996848 -0.015 0.327 0.008 0.4372
H -3.319062 2.535278 4.160387 0.191 -0.001 -0.118 0.4469
H -3.968682 3.472907 1.645451 -0.186 0.092 0.060 0.4271
H -1.630037 3.533459 0.298800 0.217 -0.073 0.222 0.6679
```
Positions in Å, forces in eV/Å.